Density functional theory data (ωB97M-V/def2-TZVPD) for a 2-piece molecular cluster, C11H14OS2 overall.

Geometry (Å):
C: 3.6344 0.3228 -0.2745
C: 3.0637 -0.2699 0.7467
C: 2.8728 0.6343 -1.3485
C: 1.6814 -0.5453 0.8284
C: 1.5258 0.4751 -1.4139
C: 0.8762 -0.1815 -0.3180
C: -2.7781 -1.4164 -1.4636
C: -3.0141 -1.3738 -0.0356
C: -0.4763 -0.4619 -0.3711
C: -0.1584 1.7911 1.6991
C: -1.2306 1.6528 0.7090
O: -0.9050 -2.9015 0.5517
S: -1.3456 -0.3114 -1.9083
S: -1.3481 -1.5368 0.8777
H: 4.6818 0.6665 -0.2827
H: 3.6165 -0.3791 1.6844
H: 3.4070 0.7906 -2.2866
H: 1.2752 -1.0172 1.7476
H: 1.0012 0.8579 -2.2630
H: -2.6396 -2.4528 -1.9532
H: -3.5346 -0.8764 -1.9503
H: -3.5243 -0.4111 0.2868
H: -3.7106 -2.1833 0.2649
H: 0.7659 1.3057 1.3612
H: -0.4826 1.2789 2.6847
H: 0.0917 2.7774 1.8759
H: -1.0088 2.2266 -0.2811
H: -2.3369 1.5388 0.8327

Properties
- Orbital gap (spin up / spin down): 7.33 / 7.18 eV
- HOMO energy (spin up / spin down): -7.21 / -7.66 eV
- Energy: -1298.9882 Ha
- LUMO (spin up / spin down): 0.005 / -0.018 hartree

These are the Mulliken partial charges, in e, on atoms 1 to 6: -0.46, -0.48, -0.51, -0.45, -0.83, 0.50

---

Density functional theory data (ωB97M-V/def2-TZVPD) for a 2-piece molecular cluster, C11H14OSi overall.

Geometry (Å):
C: -1.8942 -1.6385 -0.5543
C: -0.8883 -1.6034 -1.1929
C: 3.1291 -2.0575 0.3779
C: 3.3783 -1.6193 -0.9432
C: 2.1876 -1.3789 1.1518
C: 2.6696 -0.4840 -1.4037
C: 1.6296 -0.2055 0.7319
C: 1.8569 0.2927 -0.5299
C: -2.9058 -1.5338 0.4385
C: -2.6371 2.1579 -0.1670
C: -1.2965 1.9874 0.6196
O: -0.1782 2.3613 -0.1290
Si: 0.8092 1.7100 -1.1053
H: 3.5164 -2.8873 0.8964
H: 4.0782 -2.2747 -1.4110
H: 1.9874 -1.7561 2.2535
H: 2.8849 -0.0903 -2.3854
H: 1.2084 0.4965 1.4863
H: -2.4308 -1.0915 1.3108
H: -3.6637 -0.8596 -0.0786
H: -3.4368 -2.4987 0.7130
H: -2.5684 1.7758 -1.1739
H: -3.4585 1.6390 0.3956
H: -2.8219 3.1865 -0.2481
H: -1.1974 0.9149 1.0102
H: -1.2342 2.5953 1.6705
H: 1.2761 2.8620 -1.7338

Properties
- Orbital gap (spin up / spin down): 5.52 / 4.91 eV
- HOMO energy (spin up / spin down): -7.42 / -7.04 eV
- Energy: -792.0174 Ha
- LUMO (spin up / spin down): -0.070 / -0.079 hartree

These are the Mulliken partial charges, in e, on atoms 1 to 6: 0.16, -0.52, -0.29, -0.80, -0.55, -0.34

---

Density functional theory data (ωB97M-V/def2-TZVPD) for a 2-piece molecular cluster, C11H14S overall.

Geometry (Å):
C: 1.4889 2.7018 1.9520
C: 1.7787 2.5345 0.6124
C: 0.6098 1.7800 2.5908
C: 1.1001 1.5113 -0.1336
C: 0.1531 0.6896 1.9137
C: 0.3658 0.5889 0.5318
C: 1.1096 -1.4717 -2.2524
C: 0.7972 -1.6775 -0.9183
C: -2.4962 -0.1971 -0.6671
C: -1.6562 -1.3570 -1.3072
C: -0.5447 -1.8890 -0.5004
S: -0.9032 -2.5359 1.0917
H: 1.7384 3.6081 2.3314
H: 2.4852 3.2264 0.2471
H: 0.4539 1.7023 3.6587
H: 1.2060 1.5612 -1.1954
H: -0.4173 -0.1902 2.1788
H: 2.0780 -1.5519 -2.6732
H: 0.2658 -1.3303 -2.9389
H: 1.6688 -1.9370 -0.3666
H: -3.1126 -0.4831 0.1054
H: -1.9063 0.5865 -0.4618
H: -3.1920 -0.0864 -1.4852
H: -2.2642 -2.2090 -1.6474
H: -1.1935 -0.8821 -2.1342
H: 0.3870 -2.6924 1.4680

Properties
- Orbital gap (spin up / spin down): 8.37 / 6.94 eV
- HOMO energy (spin up / spin down): -8.43 / -6.91 eV
- Energy: -825.5247 Ha
- LUMO (spin up / spin down): -0.002 / 0.001 hartree

These are the Mulliken partial charges, in e, on atoms 1 to 6: -0.52, -0.52, -0.59, -0.28, -0.18, 0.14

---

Density functional theory data (ωB97M-V/def2-TZVPD) for C11H15AuN as an isolated structure.

Geometry (Å):
Au: 0.0120 0.9620 -1.5408
C: 0.9061 0.6779 0.5428
C: 1.1273 -0.5226 -0.2147
C: -0.1140 -1.2502 -0.2554
C: -1.1012 -0.4900 0.4601
C: -0.4723 0.6974 0.9610
C: -1.0910 1.7500 1.7965
C: -2.5084 -0.9004 0.6266
C: -0.3525 -2.5514 -0.9199
C: 2.4335 -0.9971 -0.7470
C: 1.9295 1.6631 0.9784
H: -0.7126 1.6768 2.8203
H: -2.1732 1.6672 1.8255
H: -0.8276 2.7444 1.4339
H: -2.5587 -1.8050 1.2405
H: -2.9500 -1.1610 -0.3378
H: -3.1149 -0.1334 1.0967
H: -1.0307 -3.1658 -0.3281
H: 0.5742 -3.0967 -1.0840
H: -0.8290 -2.4008 -1.8936
H: 2.8810 -1.7173 -0.0561
H: 3.1348 -0.1750 -0.8711
H: 2.3087 -1.4956 -1.7082
H: 2.2604 1.4255 1.9935
H: 1.5179 2.6712 0.9989
H: 2.8049 1.6544 0.3340
N: -1.2601 2.4066 -4.0273
C: -0.7943 1.8658 -3.1252

Properties
- Orbital gap (spin up / spin down): 10.13 / 7.07 eV
- HOMO energy (spin up / spin down): -13.09 / -14.15 eV
- Energy: -618.2599 Ha
- Charge: +1
- LUMO (spin up / spin down): -0.109 / -0.260 hartree
- Spin multiplicity: 3
- <S²>: 2.0100

These are the Mulliken partial charges, in e, on atoms 1 to 6: 0.75, 0.44, 0.58, 0.51, 0.98, 0.57

---

Density functional theory data (ωB97M-V/def2-TZVPD) for C11H15BiN4OS as an isolated structure.

Geometry (Å):
Bi: 0.5962 0.9064 -1.2203
N: 3.0139 -2.8067 -1.8350
C: 2.0639 -1.9023 -1.7464
S: 2.3796 -0.3122 -2.4944
N: 0.9286 -2.1944 -1.1857
N: -0.0018 -1.2895 -1.0666
C: -1.2528 -1.5879 -0.9398
C: -2.2464 -0.5498 -0.9688
C: -3.5978 -0.7870 -0.7082
C: -4.4970 0.2646 -0.8174
C: -4.0232 1.5279 -1.1491
C: -2.6644 1.6908 -1.3827
N: -1.8127 0.6796 -1.3107
H: 3.8625 -2.6431 -2.3584
H: 2.8526 -3.7305 -1.4523
H: -1.5490 -2.6279 -0.8923
H: -3.9257 -1.7712 -0.4126
H: -5.5525 0.1025 -0.6572
H: -4.6912 2.3694 -1.2439
H: -2.2523 2.6513 -1.6493
C: 2.0371 1.8635 2.3691
C: 0.7508 1.0389 2.5057
C: 1.1740 -0.2739 1.8715
O: 1.9310 0.1266 0.7215
C: 2.7640 1.2198 1.1751
H: 2.6428 1.7711 3.2679
H: 1.8351 2.9176 2.2058
H: -0.0708 1.4851 1.9380
H: 0.4381 0.9285 3.5387
H: 0.3666 -0.9296 1.5560
H: 1.8422 -0.8293 2.5365
H: 2.9307 1.8921 0.3346
H: 3.7278 0.7995 1.4706

Properties
- Orbital gap: 6.95 eV
- HOMO energy: -15.58 eV
- Energy: -1334.6356 Ha
- Charge: +2
- LUMO: -0.317 hartree

These are the Mulliken partial charges, in e, on atoms 1 to 6: 1.12, -0.35, 0.77, -0.38, -1.29, 0.72

---

Density functional theory data (ωB97M-V/def2-TZVPD) for a 2-piece molecular cluster, C11H15Br2N2 overall.

Geometry (Å):
C: -0.6589 2.0844 -3.4351
C: -0.8406 1.0485 -2.8576
N: -1.4889 -0.0773 -2.3076
C: -1.6164 -1.1733 -3.1074
C: -2.2877 -2.3091 -2.6237
C: -2.7794 -2.2714 -1.2723
C: -2.6267 -1.1043 -0.4512
C: -1.9679 0.0163 -1.0384
C: -1.7920 1.3321 -0.2539
C: -0.3225 1.3964 0.3080
N: 0.2440 0.0395 0.5174
H: -0.5883 3.0398 -3.9597
H: -1.2103 -1.1313 -4.1333
H: -2.4104 -3.1730 -3.2909
H: -3.3130 -3.1383 -0.8521
H: -3.0048 -1.0664 0.5844
H: -2.5026 1.3314 0.6054
H: -2.0356 2.2185 -0.8760
H: -0.2731 1.9871 1.2563
H: 0.2760 1.9757 -0.4321
H: -0.4025 -0.4815 1.1196
H: 1.0532 0.2014 1.1221
Br: 4.6810 -0.3905 1.1034
C: 4.5758 -0.1899 3.0371
C: 3.1459 -0.0943 3.4972
Br: 2.4031 1.6728 3.1366
H: 5.1694 0.6817 3.2995
H: 5.0491 -1.0828 3.4430
H: 3.0802 -0.2142 4.5776
H: 2.4931 -0.8181 3.0162

Properties
- Orbital gap: 7.74 eV
- HOMO energy: -12.27 eV
- Energy: -5685.3553 Ha
- Charge: +1
- LUMO: -0.167 hartree

These are the Mulliken partial charges, in e, on atoms 1 to 6: 0.16, -0.74, 0.22, 0.12, -0.71, -0.23